DFT (ωB97M-V/def2-TZVPD) results for 8 unconnected molecules or ions with the total composition C14H44O12.

Atoms and positions in Å:
C -1.299 -1.257 -3.821
C -2.219 -0.916 -4.972
C -2.609 0.522 -4.975
O -1.480 -1.220 -6.186
H -1.838 -1.311 -2.874
H -0.476 -0.539 -3.755
H -0.815 -2.221 -3.991
H -3.106 -1.559 -4.963
H -1.707 1.141 -4.961
H -3.145 0.786 -4.057
H -3.206 0.804 -5.840
H -2.112 -1.223 -6.911
C -0.221 -1.490 4.070
C -1.106 -2.739 4.019
C -0.603 -3.810 4.947
O -2.433 -2.414 4.417
H -0.562 -0.711 3.388
H 0.821 -1.728 3.837
H -0.262 -1.101 5.091
H -1.126 -3.135 2.992
H 0.485 -3.768 5.013
H -0.939 -4.798 4.637
H -0.976 -3.643 5.960
H -2.787 -1.835 3.727
O 2.269 -3.368 -1.082
C 1.236 -3.312 -2.071
C 0.179 -4.309 -1.739
O -0.668 -3.753 -0.711
H 3.078 -3.019 -1.463
H 0.795 -2.307 -2.069
H 1.692 -3.478 -3.050
H 0.648 -5.220 -1.361
H -0.441 -4.560 -2.601
H -0.857 -4.391 -0.019
O 0.721 0.193 2.388
C 2.119 0.046 2.553
C 2.907 0.912 1.579
O 2.607 2.301 1.729
H 0.465 1.069 2.692
H 2.449 0.305 3.575
H 2.380 -1.002 2.408
H 2.652 0.616 0.559
H 3.983 0.709 1.671
H 2.804 2.563 2.637
O 0.883 6.533 -1.381
C 2.023 6.081 -0.739
C 1.727 5.612 0.633
O 1.068 4.340 0.547
H 0.279 5.770 -1.381
H 2.440 5.235 -1.316
H 2.834 6.812 -0.789
H 1.033 6.311 1.105
H 2.651 5.541 1.219
H 1.516 3.646 1.048
O -1.063 -0.944 -0.239
C 0.141 -0.246 0.070
C -0.224 1.204 0.088
O -0.782 1.608 -1.193
H -0.846 -1.884 -0.352
H 0.498 -0.534 1.067
H 0.914 -0.471 -0.668
H 0.638 1.833 0.303
H -1.000 1.373 0.841
H -1.283 0.833 -1.486
O -3.006 -1.150 1.827
H -2.380 -1.197 1.082
H -3.554 -0.378 1.653
O -0.825 4.361 -0.977
H -0.270 4.466 -0.184
H -0.706 3.416 -1.197

LUMO (eV): 0.00
SMILES string: CC(C)O.CC(C)O.OCCO.OCCO.OCCO.OCCO.O.O
Energy relative to the best compared isomer or geometry (same formula, charge and spin) (eV): 0.871
Strongest force on any atom (eV Å⁻¹): 3.488
Frontier orbital gap (eV): 9.55
Calculated total energy (hartree): -1462.5634